This record from OMol25 describes a structure of composition C49H43Br2HfIN7O5P in a non-equilibrium geometry. The level of theory is the ωB97M-V functional and the def2-TZVPD basis.

As for the net charge: +4. The largest force on an atom is 2.373 eV Å⁻¹. As for the multiplicity: 1. The value obtained for the HOMO-LUMO gap is 5.0 eV. As for the energy: -8486.3661 a.u. As for the LUMO energy: -0.427 Ha. The calculation puts the highest occupied orbital energy at -16.61 eV.

Structure (XYZ):
```
109
Properties=species:S:1:pos:R:3:forces:R:3
Hf -0.607 -0.006 -0.064 1.554 1.276 1.261
C -2.346 -0.665 2.863 -0.362 -0.303 0.102
O -1.196 -0.017 2.253 0.238 0.250 -0.919
C -0.427 0.762 3.157 0.198 0.007 0.001
C -0.787 1.022 4.463 -0.183 -0.067 0.112
C 0.030 1.850 5.229 -0.053 0.041 0.206
Br -0.464 2.206 7.010 0.057 -0.018 -0.237
C 1.180 2.407 4.702 -0.020 -0.063 -0.071
C 1.546 2.115 3.392 -0.101 -0.044 0.178
C 0.735 1.286 2.632 -0.020 -0.028 -0.107
O 1.020 1.040 1.276 -1.430 -0.620 0.251
C 2.662 2.796 2.755 0.295 0.416 -0.037
N 3.015 3.999 3.000 -0.318 -0.067 0.242
C 3.932 4.356 2.016 0.356 -0.243 -0.475
C 4.640 5.540 1.860 -0.106 -0.039 0.080
C 5.518 5.619 0.793 -0.006 0.047 0.035
C 5.678 4.556 -0.098 0.037 -0.061 -0.055
C 4.972 3.369 0.046 0.017 -0.093 -0.015
C 4.101 3.295 1.115 0.060 0.468 0.242
N 3.257 2.240 1.570 -0.110 0.039 -0.295
H -3.065 0.086 3.186 0.056 0.058 -0.077
H -2.024 -1.266 3.711 0.135 0.037 -0.033
H -2.788 -1.317 2.117 0.075 0.012 0.013
H -1.682 0.622 4.915 0.000 -0.012 -0.039
H 1.793 3.090 5.274 0.007 -0.021 0.036
H 1.807 1.683 1.072 0.434 -0.406 -0.347
H 4.508 6.352 2.562 0.041 0.017 -0.019
H 6.106 6.516 0.650 -0.027 0.007 -0.010
H 6.379 4.656 -0.917 0.000 0.009 0.011
H 5.121 2.544 -0.640 0.014 0.009 -0.001
H 3.759 1.365 1.707 -0.142 -0.042 0.077
O -3.142 1.005 -0.322 -0.135 -0.005 0.226
N -2.823 -0.350 -0.145 -0.214 0.078 -0.611
C -3.758 -1.209 -0.370 0.106 -0.009 0.174
C -3.662 -2.631 -0.228 0.047 -0.390 -0.066
C -4.903 -3.294 -0.253 0.046 0.283 -0.011
C -4.994 -4.661 -0.086 -0.013 -0.178 0.022
C -3.836 -5.394 0.109 -0.110 0.079 -0.016
C -2.598 -4.754 0.122 0.068 0.079 0.074
C -2.476 -3.384 -0.050 0.128 0.109 0.065
P -0.741 -2.743 -0.156 -0.081 -1.201 -0.137
C -0.106 -3.591 -1.648 0.028 0.174 0.010
C 1.274 -3.775 -1.776 -0.105 0.064 0.007
C 1.783 -4.489 -2.849 0.065 0.003 -0.039
C 0.924 -5.029 -3.799 -0.028 -0.007 0.025
C -0.445 -4.834 -3.684 -0.035 -0.006 -0.057
C -0.961 -4.108 -2.620 -0.050 0.003 0.105
C 0.173 -3.548 1.201 -0.001 0.397 0.046
C 0.601 -4.876 1.137 0.002 0.067 -0.063
C 1.243 -5.446 2.225 0.010 -0.067 0.009
C 1.480 -4.703 3.375 -0.007 0.024 -0.002
C 1.088 -3.373 3.434 0.038 0.064 0.058
C 0.440 -2.799 2.352 -0.003 -0.052 -0.131
H -4.064 1.118 -0.606 -0.148 -0.117 -0.049
H -4.742 -0.827 -0.641 0.003 0.059 0.058
H -5.809 -2.713 -0.387 0.005 -0.019 -0.036
H -5.961 -5.146 -0.109 0.012 -0.010 0.011
H -3.884 -6.467 0.239 0.009 0.001 0.017
H -1.713 -5.355 0.269 0.022 -0.043 -0.026
H 1.946 -3.404 -1.014 0.027 -0.046 -0.005
H 2.849 -4.653 -2.930 -0.003 -0.005 0.009
H 1.320 -5.616 -4.618 0.005 0.002 0.002
H -1.121 -5.259 -4.415 0.017 0.001 -0.005
H -2.033 -3.979 -2.539 0.008 -0.015 -0.021
H 0.466 -5.462 0.238 -0.030 -0.023 -0.005
H 1.564 -6.478 2.174 0.009 0.008 -0.006
H 1.985 -5.155 4.218 -0.011 -0.016 -0.005
H 1.288 -2.787 4.321 0.005 -0.004 -0.005
H 0.147 -1.757 2.399 0.029 -0.071 0.112
N 3.304 -0.225 -2.144 -0.007 0.019 -0.045
C 3.591 -0.910 -0.990 -0.093 -0.082 0.231
C 2.436 -0.940 -0.280 0.239 0.102 -0.007
N 1.447 -0.274 -1.000 -0.316 -0.208 0.176
C 2.023 0.138 -2.127 -0.063 -0.027 -0.084
H 3.961 -0.032 -2.888 -0.040 0.039 -0.038
H 4.566 -1.313 -0.772 0.003 0.009 -0.053
H 2.256 -1.377 0.690 -0.005 -0.022 -0.036
H 1.549 0.692 -2.920 -0.001 -0.047 -0.018
Br -2.105 1.854 -5.516 0.054 -0.051 -0.127
C -1.093 0.340 -6.005 -0.126 0.194 0.336
C -0.714 0.160 -7.329 -0.026 0.027 -0.053
C 0.063 -0.930 -7.694 0.019 -0.022 0.046
C 0.485 -1.846 -6.741 -0.017 0.003 -0.035
C 0.109 -1.694 -5.414 0.036 -0.140 0.235
C -0.686 -0.615 -5.085 0.256 0.199 0.384
I -1.428 -0.484 -3.043 -0.515 -0.093 -0.374
H -1.031 0.886 -8.066 -0.001 -0.013 -0.010
H 0.343 -1.058 -8.731 0.005 0.018 -0.002
H 1.100 -2.691 -7.021 -0.009 0.003 -0.030
H 0.415 -2.413 -4.666 -0.011 0.004 -0.016
O -3.444 4.191 4.180 -0.025 0.049 -0.026
C -3.119 5.473 3.669 0.058 0.005 0.003
N -2.744 5.288 2.280 -0.186 0.029 0.175
C -1.573 4.709 1.986 0.270 0.031 -0.287
O -0.664 4.505 2.764 -0.024 -0.160 0.173
C -1.337 4.194 0.574 0.080 -0.298 0.115
C -1.067 4.936 -0.570 -0.153 -0.040 0.073
C -0.656 4.265 -1.717 -0.025 0.014 -0.015
C -0.513 2.896 -1.694 0.064 -0.100 -0.193
N -0.773 2.159 -0.596 -0.004 0.526 -0.103
C -1.185 2.817 0.507 -0.054 0.287 -0.234
H -3.700 4.285 5.106 -0.001 0.001 -0.031
H -2.275 5.909 4.203 0.002 0.004 -0.025
H -3.972 6.150 3.700 0.003 0.012 -0.006
H -3.466 5.368 1.583 0.025 -0.049 -0.064
H -1.180 6.014 -0.577 0.044 0.012 0.035
H -0.450 4.803 -2.632 0.037 0.007 0.010
H -0.204 2.362 -2.583 -0.030 -0.015 0.017
H -1.441 2.235 1.386 0.129 -0.003 0.065
```
Positions in Å, forces in eV/Å.


This record from OMol25 describes a cluster of 2 separate species, C5H6BrNOS in total in a non-equilibrium geometry. The level of theory is the ωB97M-V functional and the def2-TZVPD basis.

As for the net charge: 0. The largest force on an atom is 3.974 eV Å⁻¹. As for the multiplicity: 1. As for the energy above the lowest of the compared OMol25 structures with the same formula, charge and spin: 168.3 kJ/mol. The value obtained for the HOMO-LUMO gap is 8.4 eV. As for the energy: -3296.2265 a.u. As for the LUMO energy: 0.019 Ha. The calculation puts the highest occupied orbital energy at -7.90 eV.

Structure (XYZ):
```
15
Properties=species:S:1:pos:R:3:forces:R:3
C -0.058 0.543 -0.461 2.379 1.658 -2.140
C 0.097 -0.157 0.623 0.783 -1.634 1.258
C 1.593 1.212 -1.656 -2.778 -1.471 2.432
C -1.075 -0.840 1.262 -0.848 2.002 2.224
C -2.277 -0.491 0.381 -0.155 0.384 -0.620
N 2.540 0.456 -1.153 1.708 2.144 -2.747
O 1.394 2.011 -2.469 0.228 0.923 -0.878
S -1.739 0.834 -0.820 -0.109 -0.363 -0.025
Br 1.750 -0.434 1.628 -0.546 -0.123 0.118
H -0.867 -1.864 1.656 -0.461 0.607 -0.916
H -1.330 -0.218 2.181 0.720 -0.864 -0.411
H -2.642 -1.262 -0.222 -0.009 -1.629 -1.118
H -3.206 -0.183 0.852 0.356 0.471 0.695
H 2.278 -0.168 -0.502 -0.877 -2.427 2.539
H 3.540 0.559 -1.301 -0.393 0.321 -0.409
```
Positions in Å, forces in eV/Å.


- Which of these has the highest highest occupied orbital energy?
  C5H6BrNOS


- Look up the LUMO energy of the second one.
  0.019 Ha


- Number 2 is which compound?
  C5H6BrNOS